The following is a DFT calculation (ωB97M-V/def2-TZVPD) of C20H13Br2N4OPt as an isolated structure in a non-equilibrium geometry.

Its charge is +1. The HOMO energy (spin up / spin down) comes out at -11.19 / -11.94 eV. Its HOMO-LUMO gap (spin up / spin down) is 6.742 / 6.271 eV. The LUMO energy (spin up / spin down) is -4.451 / -5.666 eV. The spin multiplicity is 3. Its expectation value of S² is 2.04.

Atoms and positions in Å:
Pt  0.0489  1.2418  -1.1929
Br  3.3401  2.4930  1.6083
Br  2.8841  -3.9694  1.7589
O  2.2024  1.6392  -1.2710
N  -1.3540  0.3883  0.9528
N  0.0766  -0.5606  -0.5198
N  0.9296  -1.5493  -2.4377
N  -1.4980  1.1359  -0.0500
C  3.1637  0.8700  0.8133
C  -4.6170  3.9860  -0.1267
C  3.3416  -1.4536  0.3281
C  -2.5151  3.1001  -0.9494
C  1.2282  -1.3188  -1.0323
C  2.6687  0.7492  -0.5285
C  3.2891  -0.4534  1.4726
C  -0.1058  -0.3156  0.8220
C  -3.7619  1.8811  0.7937
C  0.4232  -3.5978  -0.4170
C  1.2800  -2.5802  -0.1668
C  1.9486  -1.2208  2.0319
C  -0.3137  -3.5249  -1.6539
C  0.0964  -2.4905  -2.5965
C  2.2685  -2.3899  0.8873
C  2.6474  -0.7419  -0.9001
C  -2.6597  2.0315  -0.0976
C  -4.7345  2.8713  0.7291
C  -3.5227  4.0696  -0.9640
C  0.5603  -0.5882  1.9591
H  3.1370  -0.7882  -1.8568
H  -5.4119  4.7147  0.0156
H  -0.1891  -2.5948  -3.6258
H  0.3123  -4.3893  0.2948
H  -3.4677  4.8822  -1.6395
H  -0.0054  -0.4100  2.9017
H  2.1824  -1.5750  3.0574
H  4.2686  -1.8548  0.2446
H  -1.1814  -4.1327  -1.8898
H  -3.7241  1.0922  1.5186
H  -1.7447  3.1722  -1.7108
H  -5.6300  2.6675  1.2959
H  4.1388  -0.4861  2.1412

The following is a DFT calculation (ωB97M-V/def2-TZVPD) of a 2-piece molecular cluster, H4N3OPS overall in a non-equilibrium geometry.

The HOMO energy comes out at -9.36 eV. The calculation puts the energy relative to the best compared isomer or geometry (same formula, charge and spin) at 78.24 kcal/mol. Its HOMO-LUMO gap is 8.584 eV. The LUMO energy is -0.772 eV.

Atoms and positions in Å:
S  -0.9430  -0.5818  0.7673
P  0.7345  1.7729  0.1669
O  1.3002  -1.9240  -0.1891
N  -0.5060  0.8488  0.8331
N  -1.4124  -0.6732  -0.6764
N  0.3968  3.2364  0.3955
H  -1.6536  -1.5775  -1.1064
H  0.6950  -2.6390  0.0554
H  1.8082  -2.2583  -0.8680
H  -0.4196  3.7957  0.6217

Calculated electronic energy (hartree), listed in the same order as above: -6331.06951 -981.35892